A cluster of 13 separate species, C35H96O13 in total. Source: OMol25; level of theory: ωB97M-V/def2-TZVPD.

Orbital gap   9.729 eV
Electronic energy   -2369.18514 a.u.
HOMO level   -9.28 eV
ΔE to the lowest compared entry with this formula, charge and spin   32.63 kJ/mol

ORCA input file:
```
! wB97M-V def2-TZVPD RIJCOSX def2/J DEFGRID3
* xyz 0 1
C 2.63806 -0.16985 -4.50122
O 4.02339 -0.01388 -4.21450
H 2.33503 0.47168 -5.34739
H 2.26704 -1.20287 -4.68076
H 2.12691 0.22334 -3.62301
H 4.56775 -0.14647 -4.99351
C -3.71273 -0.26643 3.74922
O -3.66019 -1.43421 4.52233
H -3.19855 -0.40617 2.77078
H -4.72433 0.08953 3.49929
H -3.21962 0.50075 4.37155
H -4.00928 -2.20402 4.04445
C -0.44995 -1.83515 4.96048
C 0.94979 -1.25500 4.86123
C 1.32946 -0.51499 6.15292
O 1.91287 -2.33255 4.72562
H -0.79584 -2.37362 4.07512
H -1.20487 -1.08269 5.19664
H -0.37249 -2.53772 5.77324
H 1.06043 -0.60687 4.00184
H 0.71551 0.41072 6.23218
H 2.38431 -0.17923 6.14210
H 1.16916 -1.18598 7.00281
H 1.37192 -3.05622 4.45838
C -1.72292 -3.66146 -2.48785
C -0.62736 -4.48414 -3.11290
C 0.53823 -3.63370 -3.58810
O -0.13568 -5.36447 -2.17045
H -2.54543 -4.29930 -2.18125
H -2.11794 -2.93542 -3.15617
H -1.39742 -3.07327 -1.63825
H -1.06164 -4.91955 -4.01221
H 1.05583 -3.17564 -2.75306
H 0.25461 -2.78434 -4.20262
H 1.26230 -4.27524 -4.07238
H -0.84222 -5.94463 -1.84061
C 2.53457 5.00499 -3.13449
C 1.62559 4.10746 -3.95179
C 2.29620 3.42712 -5.14690
O 1.06826 3.11849 -3.11672
H 2.12281 5.24328 -2.14389
H 2.77645 5.91921 -3.69684
H 3.49047 4.44492 -2.98662
H 0.74360 4.64521 -4.33537
H 3.09448 2.72651 -4.78522
H 2.75956 4.08305 -5.89932
H 1.57603 2.77983 -5.67031
H 1.36177 3.20806 -2.22022
C 3.44779 3.75050 0.78962
C 2.07716 3.09402 0.68989
C 0.93053 4.06983 0.76782
O 1.96223 2.44490 -0.58770
H 3.52269 4.42667 1.65617
H 3.66129 4.38690 -0.04190
H 4.29879 3.06865 0.97029
H 1.98678 2.42009 1.55189
H 0.04958 3.64311 0.27215
H 1.20276 4.94116 0.18707
H 0.70703 4.34706 1.80918
H 2.72815 1.83234 -0.75055
C -5.11252 -1.91914 0.31086
C -4.81797 -3.31088 1.05544
C -3.26770 -3.44596 1.15580
O -5.36952 -3.37932 2.33947
H -6.20447 -1.80489 0.19535
H -4.59854 -1.81239 -0.62499
H -4.73518 -1.10290 0.91802
H -5.11180 -4.23148 0.54108
H -2.89486 -4.35638 1.66221
H -2.81908 -2.58905 1.65415
H -2.89907 -3.39247 0.12677
H -6.31745 -3.38421 2.48889
C -4.11183 1.43166 -0.76701
C -3.52899 2.46441 0.18579
C -4.62907 3.28161 0.88248
O -2.75211 1.84924 1.25791
H -4.62108 1.86709 -1.62627
H -4.80068 0.78516 -0.22033
H -3.39950 0.75470 -1.24432
H -2.80668 3.14378 -0.25141
H -5.23165 3.72002 0.08890
H -4.27415 4.08081 1.50616
H -5.30101 2.66772 1.45156
H -1.90896 1.50246 0.87865
C -2.44100 2.16288 -4.36086
C -1.77194 0.86356 -3.97419
C -2.37487 -0.24864 -4.75513
O -0.38203 0.90675 -4.29693
H -3.50994 2.18191 -4.10471
H -2.38265 2.38353 -5.44455
H -1.91330 2.97195 -3.86061
H -1.89900 0.66748 -2.92077
H -1.83650 -1.16820 -4.57216
H -2.29943 0.02279 -5.82629
H -3.44410 -0.29794 -4.52686
H 0.03937 1.60702 -3.78576
C 4.59114 -1.65011 -1.15319
C 4.35510 -0.33692 -0.33477
C 5.68202 0.01139 0.42507
O 4.01403 0.71700 -1.23385
H 5.41483 -1.60160 -1.86764
H 3.69561 -1.88699 -1.73280
H 4.72412 -2.53168 -0.51655
H 3.53417 -0.52499 0.38028
H 6.14237 -0.85184 0.85293
H 5.57203 0.79038 1.16005
H 6.41014 0.40105 -0.30362
H 4.07681 0.43233 -2.16140
C -1.39757 4.35356 5.09932
C -1.40719 3.55872 3.79675
C -0.40299 2.43573 3.81784
O -2.71106 3.09742 3.63282
H -2.21273 5.07106 5.06067
H -0.43361 4.85247 5.25108
H -1.51428 3.76911 6.01057
H -1.18433 4.29510 2.99207
H -0.79611 1.58414 4.37637
H 0.54573 2.65363 4.31221
H -0.24125 1.95654 2.82324
H -2.71023 2.41423 2.93385
C 2.92328 -3.43937 1.36861
C 2.37290 -4.39223 0.36647
C 2.46307 -5.85095 0.76426
O 1.05696 -4.04608 0.07821
H 2.43281 -3.40774 2.31908
H 2.75901 -2.44778 0.98587
H 3.98917 -3.58404 1.52017
H 2.94237 -4.26100 -0.55867
H 3.52563 -6.16930 0.74015
H 1.98007 -6.52580 0.06899
H 2.06079 -6.11254 1.73890
H 0.67924 -4.65176 -0.58371
C 0.87927 -0.66251 -0.93314
C -0.12077 -0.30169 0.07512
C 0.33344 -0.63444 1.44472
O -0.54171 1.05176 -0.10372
H 1.12610 -1.73984 -0.85855
H 1.76573 -0.06579 -0.77641
H 0.56947 -0.58221 -1.95393
H -1.02510 -0.89088 -0.06980
H 1.32808 -0.16379 1.56124
H 0.42536 -1.71785 1.56852
H -0.37781 -0.32912 2.21638
H 0.24638 1.56813 -0.32658
*
```

Löwdin atomic charge list, values in e, 5 entries: -0.139 -0.129 0.076 0.084 0.058

A structure of composition C36H100N8O12. Source: OMol25; level of theory: ωB97M-V/def2-TZVPD.

Orbital gap   7.926 eV
Electronic energy   -2772.04178 a.u.
HOMO level   -7.42 eV
ΔE to the lowest compared entry with this formula, charge and spin   902.26 kJ/mol

ORCA input file:
```
! wB97M-V def2-TZVPD RIJCOSX def2/J DEFGRID3
* xyz 0 1
C -3.07016 -4.11736 2.59119
C -2.05956 -3.54335 3.54041
C -0.70020 -3.35137 2.85736
O -0.23321 -4.60561 2.41689
C 0.86833 -4.48158 1.51985
N -2.47915 -2.22520 4.05297
H -3.20476 -3.50647 1.69715
H -4.05872 -4.15506 3.05967
H -2.85604 -5.16283 2.37112
H -1.89029 -4.22999 4.37174
H -0.01052 -2.91226 3.58907
H -0.65420 -2.56839 2.08657
H 0.49407 -4.18473 0.53574
H 1.20823 -5.49618 1.29691
H 1.70453 -3.87117 1.85408
H -2.36474 -1.59503 3.26529
H -1.86027 -1.91567 4.79774
C 3.30136 3.75776 2.78275
C 3.76327 3.11454 1.45052
C 3.76498 4.16557 0.33251
O 4.02904 3.59705 -0.93570
C 2.89190 2.99328 -1.46529
N 5.00401 2.41161 1.62860
H 3.11646 2.97360 3.51870
H 2.37857 4.32568 2.68449
H 4.13000 4.37702 3.13551
H 3.02003 2.33501 1.24653
H 4.48343 4.96468 0.54001
H 2.83167 4.73739 0.28342
H 2.66805 2.00832 -1.04277
H 2.98608 2.90748 -2.54593
H 1.97171 3.57565 -1.33101
H 5.63436 3.06731 2.08451
H 5.42336 2.17467 0.73482
C 1.48196 2.73566 -6.23159
C 2.22509 1.49672 -5.67397
C 1.36322 0.86571 -4.61332
O 1.09089 1.74514 -3.52961
C -0.02120 1.32330 -2.74446
N 2.47907 0.59075 -6.80287
H 0.43039 2.57037 -6.47370
H 2.01588 3.16899 -7.07537
H 1.46672 3.47188 -5.42485
H 3.15833 1.87591 -5.25536
H 1.82322 -0.04491 -4.20463
H 0.45601 0.46817 -5.08754
H -0.88017 1.21733 -3.41264
H -0.19018 2.07906 -1.98122
H 0.09195 0.36906 -2.22116
H 2.88985 -0.23952 -6.38614
H 1.58181 0.37906 -7.22358
C 5.29048 -2.52535 2.80393
C 5.25478 -1.27084 1.93053
C 5.25843 -1.54248 0.44177
O 6.23680 -2.37827 -0.14208
C 7.56142 -1.98450 0.08251
N 4.11241 -0.49756 2.33551
H 5.41353 -2.34753 3.87210
H 6.09338 -3.18387 2.46707
H 4.34170 -3.05565 2.68241
H 6.23297 -0.80306 2.12077
H 5.27932 -0.56636 -0.06644
H 4.31600 -1.98692 0.11192
H 7.79571 -1.63673 1.09387
H 7.86553 -1.12885 -0.53371
H 8.21659 -2.83134 -0.11626
H 4.17318 0.49884 2.12295
H 4.05825 -0.46506 3.35108
C 0.97461 -0.19177 3.83047
C 1.18035 -0.97217 5.14882
C 2.26177 -0.32323 5.98702
O 3.50512 -0.40042 5.31897
C 4.54601 0.33151 5.96139
N -0.11149 -1.02952 5.85501
H 1.63936 -0.63113 3.08710
H 1.17321 0.87711 3.89346
H -0.04222 -0.37220 3.48591
H 1.48285 -1.99775 4.93460
H 2.32929 -0.82403 6.96382
H 1.98688 0.70202 6.26474
H 4.85852 1.19930 5.37850
H 5.40590 -0.34194 5.99117
H 4.28042 0.57977 6.98870
H -0.50586 -0.11481 6.05586
H 0.11209 -1.36995 6.78930
C -2.62853 2.87549 -2.61800
C -3.27844 1.53361 -2.35246
C -4.67889 1.50339 -2.96938
O -5.27876 0.24551 -2.69436
C -6.57858 0.05649 -3.18537
N -2.48548 0.52626 -3.01583
H -3.08709 3.71135 -2.08538
H -2.76898 3.08296 -3.68132
H -1.57395 2.87797 -2.35025
H -3.48483 1.31107 -1.30218
H -4.73201 1.61356 -4.06145
H -5.34125 2.31174 -2.62747
H -7.32949 0.57696 -2.58521
H -6.84469 -0.99829 -3.09041
H -6.64253 0.25723 -4.25819
H -2.45038 0.61926 -4.02522
H -3.03768 -0.32224 -2.88578
C -1.70872 -2.46859 -5.99952
C -2.34096 -1.84267 -4.72463
C -1.48253 -2.02639 -3.46561
O -1.33633 -3.38614 -3.16660
C -0.58520 -3.65212 -1.99288
N -2.54763 -0.39870 -4.94440
H -0.71764 -2.06462 -6.21674
H -2.34139 -2.23449 -6.85624
H -1.59822 -3.54642 -5.87456
H -3.33913 -2.24536 -4.54923
H -1.98115 -1.42358 -2.69718
H -0.47443 -1.61246 -3.59861
H -0.39456 -4.71981 -1.91481
H -1.12573 -3.30623 -1.10912
H 0.37938 -3.14478 -2.09254
H -1.63858 0.03425 -5.06610
H -3.03360 -0.29300 -5.82644
C -3.91741 -1.06038 0.59628
C -4.68593 0.13547 1.15656
C -6.19519 0.07959 0.84364
O -6.73714 1.38379 1.10557
C -6.67069 2.21834 -0.01090
N -4.39674 0.09742 2.61179
H -4.23889 -2.03647 0.96467
H -2.83534 -0.96098 0.66903
H -4.14759 -1.12564 -0.47535
H -4.20353 1.01728 0.73020
H -6.63776 -0.57777 1.59145
H -6.34633 -0.26961 -0.17903
H -7.08032 3.18692 0.28694
H -7.29186 1.93392 -0.86700
H -5.65438 2.42716 -0.36199
H -4.53490 -0.83941 2.98020
H -5.17514 0.62113 3.01339
C -0.47038 3.03386 1.69597
C -1.87843 2.48862 1.87302
O -1.80397 1.07779 1.97500
O -0.11465 3.20125 0.34491
H 0.25582 2.42122 2.23781
H -0.44561 4.00185 2.20600
H -2.52918 2.86007 1.07285
H -2.28676 2.97342 2.76841
H -2.65493 0.76635 2.34233
H -0.38880 2.39346 -0.13517
C 1.48025 -0.16060 -0.09645
C 0.00570 -0.28015 -0.46272
O -0.43618 0.90498 -1.07472
O 1.93169 -1.30700 0.58719
H 1.60855 0.72370 0.54007
H 2.08664 0.10483 -0.97070
H -0.50135 -0.43112 0.49748
H -0.21016 -1.17604 -1.05267
H -1.28091 0.73161 -1.53153
H 2.59799 -1.06236 1.25475
*
```

Löwdin atomic charge list, values in e, 5 entries: -0.064 -0.414 -0.221 -0.171 -0.084

A cluster of 10 separate species, C36H100N8O12 in total. Source: OMol25; level of theory: ωB97M-V/def2-TZVPD.

Orbital gap   9.287 eV
Electronic energy   -2772.29989 a.u.
HOMO level   -8.67 eV
ΔE to the lowest compared entry with this formula, charge and spin   224.58 kJ/mol

ORCA input file:
```
! wB97M-V def2-TZVPD RIJCOSX def2/J DEFGRID3
* xyz 0 1
C 2.59818 -27.46213 2.96392
O 2.79981 -26.93331 1.67277
C 3.63489 -27.66583 0.81961
C 3.49689 -27.04771 -0.59757
C 4.09085 -25.61837 -0.63442
N 2.06816 -26.89321 -1.01353
H 3.51559 -27.47040 3.55711
H 2.24332 -28.46669 2.87582
H 1.86931 -26.82839 3.44171
H 4.69543 -27.64157 1.10753
H 3.23538 -28.65011 0.70621
H 3.97780 -27.71402 -1.32847
H 5.12689 -25.60824 -0.37407
H 3.57606 -24.91858 0.05150
H 4.05353 -25.32405 -1.63985
H 1.58874 -26.22247 -0.41300
H 1.61512 -27.79422 -0.86278
C -2.88294 -24.97033 -2.37825
O -1.48761 -25.36662 -2.17681
C -0.65640 -24.58801 -3.04504
C -0.66747 -23.09718 -2.71911
C 0.39431 -22.38699 -3.60066
N -0.42815 -22.88826 -1.37324
H -3.10159 -24.70852 -3.40054
H -2.93560 -24.07200 -1.74159
H -3.56628 -25.67885 -1.91339
H 0.36927 -24.95786 -2.90394
H -1.10839 -24.70955 -4.01580
H -1.57003 -22.58521 -2.92138
H 1.38482 -22.77009 -3.38458
H 0.34716 -21.30321 -3.43604
H 0.15237 -22.59193 -4.67952
H 0.48523 -23.05144 -1.02487
H -1.07107 -23.33898 -0.69741
C 7.31311 -23.58312 -5.03027
O 8.58333 -23.09326 -5.36064
C 8.68849 -22.86776 -6.74096
C 9.89560 -22.09870 -7.17777
C 9.90335 -20.66909 -6.66258
N 9.88449 -22.14046 -8.66966
H 7.21750 -23.72314 -3.94249
H 7.22766 -24.50326 -5.52265
H 6.52430 -22.89835 -5.22278
H 8.55777 -23.83572 -7.25175
H 7.86139 -22.20981 -6.98351
H 10.78249 -22.64883 -6.89923
H 9.70382 -20.68402 -5.57765
H 9.10274 -19.99102 -7.03275
H 10.81712 -20.16960 -6.89070
H 10.77545 -22.15894 -9.11669
H 9.34786 -21.42205 -9.11905
C 2.90529 -25.71334 -10.27378
O 2.33446 -26.95694 -10.60560
C 2.60437 -27.36453 -11.91431
C 1.89598 -28.65644 -12.14763
C 2.10171 -29.69200 -11.07884
N 2.31470 -29.12549 -13.49549
H 2.60458 -25.50373 -9.25393
H 2.40885 -24.90954 -10.79940
H 4.01320 -25.66188 -10.37526
H 2.22797 -26.65588 -12.64552
H 3.68497 -27.42842 -12.02753
H 0.86525 -28.46761 -12.23648
H 2.89810 -29.40454 -10.39952
H 2.49630 -30.65088 -11.36286
H 1.18184 -29.83018 -10.49728
H 1.54400 -29.52078 -14.03424
H 2.91045 -29.90676 -13.36406
C 8.00577 -25.04725 -9.78516
O 8.17664 -25.95396 -8.70944
C 7.03659 -26.70186 -8.42656
C 6.92533 -28.00836 -9.28320
C 5.57824 -28.65973 -8.97403
N 8.09223 -28.90724 -9.07824
H 8.76838 -24.25379 -9.67795
H 6.97719 -24.62073 -9.75829
H 8.18951 -25.57088 -10.71345
H 7.14585 -26.98673 -7.37379
H 6.09627 -26.18068 -8.57824
H 6.94826 -27.71517 -10.34740
H 5.61681 -29.72039 -9.30879
H 4.77336 -28.06222 -9.44508
H 5.40833 -28.69429 -7.84945
H 8.18503 -29.21948 -8.11664
H 8.91191 -28.31439 -9.20529
C -3.23902 -29.63237 -7.81011
O -2.81548 -30.74819 -7.01942
C -1.48310 -31.17139 -7.34028
C -1.16274 -32.47720 -6.76304
C -1.63543 -32.53514 -5.32712
N 0.25151 -32.57458 -6.89439
H -4.25510 -29.41751 -7.53327
H -3.19802 -29.82832 -8.88396
H -2.61324 -28.73378 -7.52600
H -1.33029 -31.07472 -8.39811
H -0.81298 -30.40810 -6.91417
H -1.68463 -33.23121 -7.34719
H -1.33949 -31.61505 -4.79043
H -1.23091 -33.44953 -4.86002
H -2.73228 -32.68800 -5.31618
H 0.54504 -33.37700 -6.35462
H 0.80229 -31.81556 -6.50685
C 1.77627 -28.80100 -7.54018
O 1.81168 -28.17662 -6.27811
C 2.52805 -26.94535 -6.37697
C 2.25475 -26.10522 -5.14436
C 3.13449 -24.89214 -5.19353
N 2.68950 -26.89034 -3.99257
H 1.18756 -29.75547 -7.44590
H 2.79295 -29.14440 -7.81591
H 1.38410 -28.20451 -8.36818
H 3.61606 -27.17896 -6.48546
H 2.15712 -26.36949 -7.28486
H 1.24123 -25.77399 -5.02650
H 3.07213 -24.28965 -4.28449
H 2.92081 -24.16239 -5.95837
H 4.19699 -25.15946 -5.28312
H 2.40903 -27.84214 -3.98321
H 2.31033 -26.51696 -3.12825
C -1.46094 -27.45823 -10.55208
O -1.97641 -26.51985 -9.62077
C -0.92110 -25.55211 -9.32399
C -1.30053 -24.67027 -8.13622
C -0.11356 -23.74784 -7.69745
N -1.72148 -25.48984 -7.01100
H -0.97115 -26.95743 -11.38272
H -2.33613 -27.92747 -11.07159
H -0.93587 -28.26269 -10.12494
H -0.00656 -26.05518 -9.05326
H -0.78175 -24.95060 -10.22513
H -2.11522 -23.94469 -8.34725
H -0.19916 -23.53855 -6.63728
H -0.19358 -22.78649 -8.25074
H 0.91061 -24.15105 -7.93967
H -1.02576 -26.25086 -6.95482
H -2.54082 -25.99562 -7.32348
O 5.40410 -27.30688 -3.72012
C 5.68686 -28.50421 -4.43921
C 7.20162 -28.46622 -4.80091
O 7.40648 -29.46302 -5.79502
H 4.45127 -26.96204 -3.81568
H 5.45080 -29.42345 -3.87441
H 5.14016 -28.46678 -5.40917
H 7.84495 -28.54684 -3.90088
H 7.36533 -27.47792 -5.23550
H 7.89901 -30.16391 -5.37410
O 0.58174 -29.18479 -3.11776
C -0.61407 -28.32730 -3.17332
C -1.36914 -28.44398 -4.43802
O -0.55584 -28.01752 -5.55446
H 0.37737 -30.02183 -3.51860
H -1.12944 -28.53999 -2.27054
H -0.27608 -27.28889 -3.01345
H -2.18158 -27.72556 -4.34904
H -1.80753 -29.40395 -4.67431
H 0.38532 -28.17908 -5.40013
*
```

Löwdin atomic charge list, values in e, 5 entries: -0.094 -0.202 -0.209 -0.372 -0.049

Number 1: LUMO energy 0.45 eV. Number 2: LUMO energy 0.51 eV. Number 3: LUMO energy 0.62 eV.